Entry 1:
Computed, not measured: C20H35N2NdO2P2 as an isolated structure, with wB97M-V/def2-TZVPD.

Cartesian coordinates (Å):
Nd1 -0.29974 -0.34572 0.11158
P1 0.50308 -2.90458 -0.81704
P2 0.14220 2.59501 0.04895
O1 -0.38146 0.37319 2.38916
O2 5.44102 -0.90558 2.94067
N1 1.23921 0.13234 -1.88855
N2 -4.38248 -2.97676 -0.67144
C1 3.10368 -0.55672 -3.17789
C2 -4.18121 1.69883 1.00198
C3 -3.62750 -4.10888 -0.28514
C4 -5.15758 1.37230 0.05553
C5 -4.95987 0.22235 -0.72359
C6 1.71797 3.25176 0.70888
C7 -3.80211 -0.57218 -0.60187
C8 3.32841 0.74957 -3.61347
C9 -3.01272 0.91230 1.12365
C10 -3.76607 -1.89366 -1.35490
C11 0.51787 2.51518 -1.77236
C12 2.02949 -0.85955 -2.34724
C13 1.97334 -2.32516 -1.75205
C14 1.46089 -3.73642 0.57197
C15 -5.72423 -2.84038 -0.25636
C16 1.45167 1.42249 -2.23625
C17 2.44058 1.70574 -3.15671
C18 -0.35297 -4.37602 -1.49494
C19 -2.77354 -0.17891 0.26363
C20 -0.85253 4.14422 0.11262
H1 -1.25782 -4.64734 -0.90335
H2 4.20501 1.00546 -4.23223
H3 -0.42528 2.45810 -2.36134
H4 -1.16874 4.33817 1.15925
H5 -1.77066 4.01545 -0.49693
H6 0.30314 -5.26657 -1.52304
H7 2.28193 -3.01993 0.84581
H8 1.57856 3.37324 1.79272
H9 -1.23125 0.96373 2.28865
H10 2.07933 -3.04121 -2.61750
H11 -2.36844 1.28595 2.13509
H12 -0.68109 -4.13813 -2.52672
H13 -6.07742 1.96657 -0.03293
H14 0.14967 0.33290 3.23273
H15 -4.28525 -4.82615 0.18764
H16 3.82467 -1.34795 -3.35370
H17 1.89691 -4.67358 0.14137
H18 -0.28374 5.03497 -0.25223
H19 2.49159 2.70219 -3.52372
H20 2.00622 4.22216 0.27088
H21 -4.22532 2.56092 1.68240
H22 -4.28507 -1.73051 -2.32006
H23 1.06104 3.46016 -1.93542
H24 4.39472 -1.00727 2.98362
H25 2.50997 2.51260 0.53425
H26 5.57034 -0.82020 1.88345
H27 -6.11863 -3.83514 -0.08199
H28 -6.32626 -2.31580 -1.00278
H29 0.81008 -3.96411 1.45589
H30 2.90706 -2.34531 -1.13226
H31 -5.70613 -0.06207 -1.47278
H32 -3.14210 -4.57928 -1.14076
H33 -2.75265 -2.19783 -1.65447
H34 -2.84976 -3.84407 0.43528
H35 -5.79787 -2.29680 0.68847

Summary:
- Kohn-Sham gap (spin up / spin down) (eV) = 5.70 / 5.91
- LUMO energy (spin up / spin down) (Ha) = -0.242 / -0.234
- expectation value of S² = 3.7569
- charge = +2
- 2S+1 = 4
- highest occupied orbital energy (spin up / spin down) (hartree) = -0.4516 / -0.4516



Entry 2:
Computed, not measured: C20H35N3O5S in the gas phase, with wB97M-V/def2-TZVPD.

Cartesian coordinates (Å):
S1 2.67785 0.93368 8.15972
O1 1.13213 2.15307 4.91386
O2 0.25646 0.08703 0.04272
O3 2.81918 -0.48762 7.97367
O4 2.51210 1.49478 9.46530
O5 -3.21945 1.12052 -2.27769
N1 1.71998 -0.02858 5.32356
N2 -0.96374 1.25105 -2.18711
N3 3.96777 1.64807 7.44384
C1 0.75771 -1.47799 3.49121
C2 1.39810 1.23546 5.66652
C3 -0.92431 1.50759 1.61579
C4 -0.64166 -2.13302 -5.59249
C5 -2.11846 -0.63041 -6.98518
C6 -1.74027 -1.56429 -3.39994
C7 1.30462 1.48056 7.17734
C8 1.94047 -0.61685 4.00603
C9 -0.76019 0.44360 2.69684
C10 -1.68074 -2.55566 -4.55758
C11 -0.95240 1.88547 -0.88513
C12 1.80459 0.27607 2.75018
C13 -2.00167 -0.14142 -3.91146
C14 0.34247 -0.31570 -6.99194
C15 -0.93978 0.26054 -4.93626
C16 -0.85342 -0.70836 -6.12608
C17 0.46288 -0.41910 2.40442
C18 -0.92314 0.86759 0.23790
C19 -2.13161 0.80487 -2.72962
C20 0.36131 -0.95807 0.99133
H1 -1.85454 2.06197 1.75864
H2 -0.66959 0.91258 3.67814
H3 -1.64632 -0.20204 2.71681
H4 0.35225 -2.18065 -5.13110
H5 -0.07356 2.52883 -0.81173
H6 -1.44238 -3.55266 -4.18047
H7 0.22829 0.70010 -7.37748
H8 -2.66805 -2.62996 -5.02216
H9 1.77687 1.34710 2.91091
H10 -2.26377 0.38576 -7.35883
H11 -0.62996 -2.83578 -6.43097
H12 0.44260 -0.99023 -7.84538
H13 1.20789 2.55187 7.33244
H14 2.58651 0.03858 2.02747
H15 1.25427 -1.52849 0.72681
H16 -2.03076 -1.29522 -7.84758
H17 4.38109 2.37425 8.01181
H18 -0.51076 -1.62602 0.91072
H19 -1.12907 1.27531 -5.29877
H20 -2.51891 -1.84713 -2.68807
H21 -1.84665 2.49991 -0.79924
H22 2.88655 -1.15520 4.06426
H23 1.27123 -0.35742 -6.41801
H24 -3.01863 -0.91335 -6.44038
H25 1.94051 -0.63957 6.09843
H26 -1.79800 0.20689 0.13729
H27 4.63060 0.98180 7.07406
H28 1.08440 -2.43649 3.08266
H29 -0.03855 -1.65309 4.21559
H30 -0.11462 0.78574 -2.46083
H31 0.04686 0.27855 -4.45747
H32 -0.78760 -1.58100 -2.85572
H33 -2.98826 -0.12013 -4.37880
H34 -0.10196 2.22744 1.67507
H35 0.43526 0.97490 7.60217

Summary:
- Kohn-Sham gap (eV) = 9.69
- LUMO energy (Ha) = 0.016
- SMILES = CC1(C)CCC[C@@H](C(=O)NC[C@@H]2CC[C@]3(CO2)C[C@H](NC(=O)CS(N)(=O)=O)C3)C1
- ΔE to the lowest compared entry with this formula, charge and spin (kJ/mol) = 24.19
- highest occupied orbital energy (hartree) = -0.3397



Values of F_max, in order: 0.0964; 0.0023, all in hartree/bohr.